The following is a quantum chemistry calculation of a structure of composition C2H3Cl2NOS, from the Open Molecules 2025 dataset.

Computed properties:
HOMO energy   -9.802 eV
HOMO-LUMO gap   10.26 eV
LUMO level   0.45 eV
ΔE to the lowest compared entry with this formula, charge and spin   21.4 kcal/mol
Total energy   -41539.726 eV

Each line ends with the Löwdin charge.
Atoms and positions in Å:
C 1.55355 -0.08582 0.28844  -0.9787
C -0.72640 0.21402 0.02734  -1.0851
N 0.55218 0.26319 -0.50102  -0.1368
O 1.47510 -0.51997 1.40546  0.0289
S -1.80192 -1.05450 -0.83131  0.6460
Cl 3.00634 0.02615 -0.59957  0.7592
Cl -1.47333 1.84723 0.00336  0.5413
H -0.55297 -0.15177 1.31045  0.1916
H 0.63981 0.83320 -1.34061  0.1319
H -2.67236 -1.37174 0.23747  -0.0983